[1]
Computed, not measured: a 4-piece molecular cluster, C31H57BrN2O14PS3 overall in a non-equilibrium geometry, with ωB97M-V/def2-TZVPD.

Each line ends with the Mulliken charge.
Cartesian coordinates (Å):
1 C 8.05880 -3.40695 -1.35532  -0.944
2 C 7.12189 -4.01921 -2.59791  -0.298
3 C 5.58664 -3.44809 -2.39792  -0.368
4 C 4.49878 -4.06122 -3.47945  -0.236
5 C 2.95709 -3.51890 -3.25742  -0.500
6 C 2.80050 -2.53302 -1.92089  -0.248
7 C 1.18046 -2.29068 -1.72734  -0.057
8 C 0.99555 -1.67577 -0.19417  -0.276
9 C 0.82545 -2.85054 0.95055  -0.462
10 C -0.76206 -3.36746 0.87258  -0.359
11 C -1.27220 -3.90780 2.33430  -0.253
12 C -2.79404 -4.52467 2.35243  -0.822
13 C -3.90976 -3.33678 1.98937  -0.717
14 C -3.79435 -2.11992 3.09202  -0.545
15 C -3.69315 -0.71413 2.25315  -0.588
16 C -2.73876 0.43477 2.97439  -0.247
17 N -2.10993 1.23364 1.85601  0.718
18 C -3.09838 1.91593 0.88633  0.016
19 C -2.64609 2.79425 -0.42347  -0.776
20 C -1.03691 2.93765 -0.71816  0.441
21 C -0.44197 3.75958 -2.02984  0.200
22 O -0.92778 4.93945 -2.44125  -0.472
23 O 0.68549 3.07957 -2.74265  -0.155
24 C 0.48027 3.12081 -4.20179  -0.505
25 C 1.04071 1.77104 -4.99293  -0.118
26 C 2.41430 1.18045 -4.31826  -0.661
27 Br -0.33847 0.30999 -5.09376  -0.168
28 C -0.00006 2.21619 0.36735  -0.426
29 C -0.60959 1.35226 1.66384  -0.190
30 P 0.68978 0.56622 2.81872  0.743
31 N 1.52687 1.78604 3.55218  -0.774
32 H 8.02391 -2.22058 -1.45410  0.223
33 H 7.57770 -3.67321 -0.30537  0.248
34 H 9.18148 -3.78641 -1.44301  0.318
35 H 7.06970 -5.18624 -2.45605  0.269
36 H 7.61992 -3.70842 -3.61030  0.204
37 H 5.25358 -3.80318 -1.30900  0.241
38 H 5.55909 -2.26373 -2.41655  0.104
39 H 4.50603 -5.24202 -3.30992  0.396
40 H 4.88504 -3.92055 -4.59960  -0.071
41 H 2.67774 -2.83935 -4.18677  0.050
42 H 2.19012 -4.41846 -3.16753  0.336
43 H 3.35710 -1.51144 -2.07840  0.097
44 H 3.23850 -3.05070 -0.94461  0.111
45 H 0.63536 -3.34686 -1.71334  0.195
46 H 0.70992 -1.52918 -2.48162  0.010
47 H 0.11055 -0.91168 -0.09958  -0.167
48 H 1.98294 -1.09987 0.06115  0.321
49 H 1.02794 -2.46850 2.04996  0.295
50 H 1.55334 -3.74231 0.65647  0.303
51 H -1.36145 -2.44219 0.45261  0.061
52 H -0.86828 -4.23625 0.08795  0.249
53 H -1.08483 -3.05128 3.13011  0.061
54 H -0.55159 -4.79939 2.66475  0.349
55 H -2.90160 -5.31285 1.46268  0.319
56 H -3.13008 -4.96367 3.38938  0.301
57 H -5.01330 -3.77915 1.88819  0.385
58 H -3.62518 -2.99009 0.88302  0.262
59 H -2.96746 -2.27240 3.90589  0.386
60 H -4.83271 -2.10191 3.67173  0.373
61 H -3.25836 -0.86053 1.17141  0.373
62 H -4.75635 -0.19772 2.11238  0.200
63 H -1.99475 0.00651 3.76717  0.432
64 H -3.49891 1.14726 3.55423  -0.218
65 H -4.26409 1.79496 1.10175  0.270
66 H -3.49250 3.27283 -1.07468  0.384
67 H 1.16340 4.01475 -4.60189  0.252
68 H -0.64011 3.29203 -4.52126  0.373
69 H 1.33166 2.14549 -6.08539  0.356
70 H 2.54412 0.06227 -4.66834  0.173
71 H 3.35047 1.78185 -4.68645  0.302
72 H 2.38765 1.13814 -3.12827  0.143
73 H 1.14109 2.34282 0.14185  0.411
74 H 1.67765 -0.17684 2.06703  0.016
75 H 0.16418 -0.24127 3.88683  0.085
76 H 1.14541 2.71143 3.25743  0.256
77 C -3.11262 5.19691 6.68043  -0.436
78 C -3.25240 5.19396 5.16050  0.048
79 O -2.70550 3.94694 4.73786  -0.206
80 S -2.98031 2.82903 5.89336  1.086
81 O -4.16039 2.07920 5.52420  -0.560
82 O -1.72339 2.20258 6.23120  -0.561
83 O -3.38583 3.85824 7.09093  -0.316
84 H -2.08936 5.44341 6.98164  0.312
85 H -3.80888 5.89170 7.15767  0.346
86 H -2.72200 6.02631 4.69183  0.317
87 H -4.30565 5.21943 4.86158  -0.063
88 C -6.88967 3.67853 3.30167  0.301
89 C -8.15553 3.35053 4.08890  -0.403
90 O -8.33372 4.44691 4.98275  -0.315
91 S -7.77124 5.80446 4.27486  1.090
92 O -8.89225 6.50589 3.68964  -0.538
93 O -6.83192 6.43321 5.17416  -0.522
94 O -6.93728 5.08578 3.07239  -0.317
95 H -5.99227 3.45934 3.88919  -0.200
96 H -6.84265 3.13886 2.35203  0.257
97 H -8.07068 2.41203 4.64188  0.334
98 H -9.02913 3.30666 3.42994  0.322
99 C 5.77155 -0.12877 -5.86615  0.065
100 C 5.63177 -0.13171 -7.38607  -0.395
101 O 6.17867 -1.37873 -7.80871  -0.320
102 S 5.90387 -2.49665 -6.65321  1.059
103 O 4.72378 -3.24648 -7.02238  -0.519
104 O 7.16078 -3.12310 -6.31538  -0.536
105 O 5.49834 -1.46744 -5.45565  -0.148
106 H 6.79481 0.11773 -5.56494  0.293
107 H 5.07529 0.56602 -5.38891  -0.104
108 H 6.16218 0.70063 -7.85475  0.343
109 H 4.57853 -0.10624 -7.68500  0.297

Computed properties:
* charge: +1
* LUMO level: -5.462 eV
* 2S+1: 1
* frontier orbital gap: 0.22247 Eh

***

[2]
Computed, not measured: C32H38CrN9O6S2 as an isolated structure in a non-equilibrium geometry, with ωB97M-V/def2-TZVPD.

Each line ends with the Mulliken charge.
Cartesian coordinates (Å):
1 Cr -0.10817 -0.72880 -0.09945  -0.139
2 C 2.90091 -3.80664 0.66750  -1.961
3 C 1.88720 -2.86513 0.12213  0.528
4 N 1.16487 -2.04539 0.82069  1.256
5 N 1.07732 -2.17499 2.19471  -0.879
6 C -0.18240 -2.19732 2.68032  0.621
7 N -0.36205 -2.52848 3.94413  -0.371
8 S -1.48536 -1.83497 1.63868  -0.492
9 C 1.63902 -2.70430 -1.28606  0.540
10 C 2.56343 -2.91931 -2.24737  -1.700
11 C 2.45747 -2.17141 -3.46880  -0.969
12 C 1.00143 -1.61830 -3.81073  0.318
13 C 0.03561 -1.87498 -2.77508  -0.579
14 N 0.36281 -2.16033 -1.55437  -0.433
15 H 2.60761 -4.21889 1.63272  0.541
16 H 3.85216 -3.27990 0.78677  0.372
17 H 3.05330 -4.63858 -0.01530  0.485
18 H 1.84336 -2.58975 2.70174  0.304
19 H 0.41948 -2.75583 4.54096  0.227
20 H -1.21700 -2.25536 4.40636  0.250
21 H 3.42250 -3.55760 -2.08203  0.464
22 H 3.06530 -2.45985 -4.31452  0.729
23 H 1.45507 -1.91360 -5.84722  0.602
24 H -1.01628 -1.70526 -2.98207  0.798
25 C 0.21147 2.00446 -6.48285  -1.694
26 C 0.75921 0.76917 -5.81268  0.958
27 C 2.14176 0.87287 -5.33286  -0.935
28 C 2.76265 0.25342 -4.32407  -0.463
29 C 4.20719 0.58984 -3.99984  -2.024
30 C 2.11328 -0.69123 -3.36374  3.523
31 C 0.55978 -1.67651 -5.26549  0.436
32 C -0.45301 -2.80041 -5.48962  -1.739
33 C 0.03807 -0.35098 -5.75321  -1.192
34 C 2.08658 -0.13127 -1.90331  0.067
35 O 3.09383 -0.17842 -1.22590  -0.604
36 O 0.93006 0.33585 -1.51586  -0.420
37 H 0.91080 2.35149 -7.24610  0.409
38 H 0.08323 2.82101 -5.76821  0.330
39 H -0.74451 1.80456 -6.96214  0.389
40 H 2.74285 1.61494 -5.85524  0.465
41 H 4.80160 0.62736 -4.91231  0.538
42 H 4.64746 -0.13541 -3.31903  0.327
43 H 4.27785 1.56888 -3.52045  0.390
44 H -0.10439 -3.74131 -5.05553  0.385
45 H -0.59639 -2.96153 -6.55700  0.481
46 H -1.42896 -2.55597 -5.06307  0.383
47 H -0.96167 -0.35199 -6.18056  0.374
48 N -5.97555 -1.41776 -2.45751  -0.402
49 C -5.04314 -0.77705 -2.25500  -0.342
50 C -3.87643 0.02276 -2.00003  -0.040
51 C -3.77822 1.33511 -2.46239  -0.197
52 C -2.62879 2.05332 -2.17585  -1.302
53 C -1.61870 1.45163 -1.45411  -0.489
54 N -1.70890 0.18486 -1.01669  1.284
55 C -2.82107 -0.51408 -1.28464  -0.255
56 H -4.58811 1.77046 -3.03317  0.577
57 H -2.51178 3.07300 -2.51393  0.583
58 H -0.69985 1.97394 -1.22228  0.648
59 H -2.87573 -1.53281 -0.91537  0.535
60 C -1.80224 1.17212 8.66737  -1.073
61 C -2.66982 1.81752 7.59633  -0.621
62 S -2.10028 1.47578 5.93728  1.360
63 O -1.52344 0.14693 5.88544  -0.679
64 O -3.16615 1.78969 5.01477  -0.733
65 C -0.75136 2.62810 5.62787  -0.752
66 C -0.64165 3.04481 4.16598  -1.529
67 N -0.09734 2.05988 3.20048  0.470
68 C -0.77627 1.48131 2.19568  0.466
69 N 0.06216 0.79887 1.39845  1.056
70 C 1.32073 0.94337 1.91540  -1.230
71 C 1.23922 1.71163 3.02285  -0.393
72 N 2.34807 2.08949 3.85670  1.081
73 O 2.15167 2.88675 4.75650  -0.615
74 O 3.41486 1.58839 3.57071  -0.604
75 C -2.22632 1.67389 1.94507  -1.127
76 H -2.29784 1.25770 9.63333  0.381
77 H -0.82766 1.65633 8.74481  0.307
78 H -1.65252 0.11512 8.45586  0.302
79 H -2.71043 2.90671 7.67434  0.420
80 H -3.69253 1.43540 7.57780  0.420
81 H 0.15714 2.16901 6.00657  0.458
82 H -0.96273 3.52598 6.21352  0.608
83 H 0.01828 3.90402 4.12464  0.430
84 H -1.62252 3.34184 3.80558  0.596
85 H 2.20565 0.55749 1.43218  0.773
86 H -2.39101 2.58973 1.37016  0.316
87 H -2.78582 1.74133 2.87302  0.430
88 H -2.60990 0.83358 1.37766  -0.012

Computed properties:
* charge: +2
* LUMO level (alpha / beta): -6.242 / -6.183 eV
* 2S+1: 4
* frontier orbital gap (alpha / beta): 0.24768 / 0.25022 Eh

***

[3]
Computed, not measured: C4H6LiOYb as an isolated structure in a non-equilibrium geometry, with ωB97M-V/def2-TZVPD.

Each line ends with the Mulliken charge.
Cartesian coordinates (Å):
1 C -0.38839 0.27100 3.01089  -0.433
2 C -1.41938 1.01743 2.54937  -0.801
3 H 0.53422 0.31386 2.42340  0.163
4 H -0.55186 -0.48188 3.78941  0.377
5 H -1.25611 1.73541 1.73898  0.344
6 H -2.43578 0.86517 2.92113  0.379
7 Li -0.55504 2.31831 4.41768  0.945
8 O 4.64023 1.26802 2.43802  -0.612
9 C 4.13813 0.92451 3.61307  0.276
10 C 2.97672 0.33314 3.87716  -0.736
11 Yb 4.50521 0.94136 0.29131  1.497
12 H 2.47182 0.13096 4.81991  0.306
13 H 4.71192 1.30185 4.48058  0.294

Computed properties:
* charge: +2
* LUMO level (alpha / beta): -8.542 / -8.667 eV
* 2S+1: 2
* frontier orbital gap (alpha / beta): 0.23229 / 0.21151 Eh

***

In order of appearance, E_tot = -176525.9140, -109572.8515, -38007.5638 eV.